(P)
The following is a quantum chemistry calculation of C7H13N as an isolated structure, from OMol25.

Geometry as ORCA input:
```
! RIJCOSX wB97M-V def2-TZVPD def2/J DEFGRID3
* xyz 0 1
N 0.411 -1.345 0.008
C 1.916 0.437 -0.791
C 1.453 0.161 1.682
C -0.840 -0.997 -0.014
C -2.039 -1.850 -0.097
C -1.009 1.371 -1.005
C -0.670 0.470 0.165
C 0.917 -0.002 0.265
H 2.040 1.525 -0.772
H 2.900 -0.013 -0.617
H -1.752 -2.888 -0.278
H -0.631 0.969 -1.949
H 2.399 -0.382 1.801
H 1.644 1.215 1.906
H -2.686 -1.506 -0.907
H -2.592 -1.793 0.844
H -0.579 2.368 -0.865
H -2.094 1.493 -1.096
H 1.597 0.152 -1.797
H -1.134 0.839 1.089
H 0.750 -0.223 2.427
*
```

E_LUMO	0.95	eV
HOMO	-9.125	eV
frontier orbital gap	10.08	eV

These are the Mulliken partial charges, in e, on atoms 1 to 4: atom 1 (N): -0.796, atom 2 (C): -1.609, atom 3 (C): -1.520, atom 4 (C): 0.377

***

(Q)
The following is a quantum chemistry calculation of C7H13N in the gas phase, from OMol25.

Geometry as ORCA input:
```
! RIJCOSX wB97M-V def2-TZVPD def2/J DEFGRID3
* xyz 0 1
N -1.222 -1.715 -2.531
C 1.163 1.570 1.821
C 0.055 -0.142 0.258
C 0.031 1.103 1.059
C 0.013 -0.013 -1.254
C 2.438 1.104 1.928
C -1.004 -1.240 0.756
C -1.196 -0.350 -2.106
H 0.667 -0.812 -1.740
H 2.555 0.123 1.756
H -0.898 1.651 1.198
H -1.274 0.434 -2.867
H -2.050 -0.113 -1.431
H 0.493 0.998 -1.419
H 0.773 2.415 2.357
H 3.201 1.632 2.463
H 1.060 -0.383 0.561
H -0.960 -1.902 -3.549
H -0.455 -1.824 1.567
H -1.472 -1.833 -0.090
H -1.919 -0.704 1.264
*
```

E_LUMO	-2.88	eV
HOMO	-6.271	eV
frontier orbital gap	3.39	eV

These are the Mulliken partial charges, in e, on atoms 1 to 4: atom 1 (N): -0.595, atom 2 (C): -0.213, atom 3 (C): 1.160, atom 4 (C): -0.535

***

(R)
The following is a quantum chemistry calculation of C7H13N in the gas phase, from OMol25.

Geometry as ORCA input:
```
! RIJCOSX wB97M-V def2-TZVPD def2/J DEFGRID3
* xyz 0 1
N 0.143 -0.005 1.585
C -1.147 -1.594 -0.939
C 0.751 -0.037 -0.769
C 0.366 -1.509 -0.828
C -0.591 0.593 -0.581
C 1.185 1.998 0.907
C -1.696 -0.366 -0.426
C 0.437 0.801 0.546
H -1.365 -1.776 -2.081
H -0.027 0.729 2.456
H 0.980 2.898 0.133
H 0.780 -1.916 0.029
H -2.748 -0.030 -0.720
H -0.635 1.396 -1.286
H 1.030 2.692 1.951
H 2.368 1.709 0.894
H 1.364 0.211 -1.495
H 0.986 -0.417 1.953
H 0.944 -2.062 -1.632
H -1.842 -0.750 0.661
H -1.283 -2.567 -0.359
*
```

E_LUMO	0.99	eV
HOMO	-9.027	eV
SMILES	C[C@@]1(N)[C@@H]2CCC[C@@H]21
frontier orbital gap	10.02	eV

These are the Mulliken partial charges, in e, on atoms 1 to 4: atom 1 (N): -0.561, atom 2 (C): -0.466, atom 3 (C): -0.658, atom 4 (C): -0.705

***

(S)
The following is a quantum chemistry calculation of C7H13N as an isolated structure, from OMol25.

Geometry as ORCA input:
```
! RIJCOSX wB97M-V def2-TZVPD def2/J DEFGRID3
* xyz 0 1
N -0.618 1.196 -1.123
C 1.652 0.674 1.148
C 1.184 -0.428 -1.106
C 1.418 -0.472 0.369
C -0.264 -0.130 -0.955
C -0.906 0.695 2.023
C -1.266 -0.282 1.333
C -1.248 -1.162 -1.413
H 0.429 1.006 1.595
H -1.946 -1.080 1.116
H 1.738 0.364 -1.618
H -2.274 -0.915 -1.135
H -1.179 1.316 2.860
H -1.460 1.474 -0.636
H 0.121 1.861 -0.946
H 2.119 0.508 2.115
H -1.004 -2.141 -1.002
H 1.378 -1.377 -1.607
H 2.041 1.555 0.640
H 1.292 -1.432 0.851
H -1.205 -1.229 -2.508
*
```

E_LUMO	1.00	eV
HOMO	-6.982	eV
frontier orbital gap	7.99	eV

These are the Mulliken partial charges, in e, on atoms 1 to 4: atom 1 (N): -0.469, atom 2 (C): -0.840, atom 3 (C): -1.091, atom 4 (C): 0.069

***

Out of the structures above, which one is the least stable? Solution: (Q).